# 1
Entry from OMol25: one molecule with the formula C4H8N4S in a non-equilibrium geometry (wB97M-V/def2-TZVPD).

Last column: Löwdin charge in e.
Geometry (Å):
C 0.342 -0.777 -0.198  -0.328
C 0.744 -1.470 2.157  -0.544
C -1.446 0.829 -2.624  -0.317
C 0.340 2.256 -1.325  -0.393
N 0.137 -0.709 -1.391  -0.135
N 1.528 -2.492 2.244  0.108
N 0.356 -0.921 3.346  0.086
N 0.426 -0.667 1.016  0.171
S 0.282 0.912 -2.270  0.900
H -1.786 1.860 -2.994  0.086
H -1.847 0.511 -1.743  0.000
H -1.760 0.171 -3.497  0.083
H 1.368 2.607 -1.092  0.005
H -0.467 2.347 -0.490  0.055
H 1.778 -2.845 1.366  0.008
H 0.225 -1.571 4.118  0.098
H -0.218 -0.041 3.378  0.117

Summary:
Energy above the lowest of the compared OMol25 structures with the same formula, charge and spin in eV: 1.289
Largest force on an atom in eV/A: 4.739
Kohn-Sham gap in eV: 8.8
LUMO level in eV: 0.167
HOMO in eV: -8.663



# 2
Entry from OMol25: C2HKLi2O2 as an isolated structure in a non-equilibrium geometry (wB97M-V/def2-TZVPD).

Last column: Löwdin charge in e.
Geometry (Å):
O -0.922 -1.172 2.483  -0.232
C -1.431 -1.851 1.387  -0.309
C -0.897 -1.839 0.124  -0.305
K 1.251 2.028 -0.988  0.414
Li -2.069 0.533 -0.590  0.297
H -0.675 -2.952 1.215  0.187
Li -3.322 -1.081 -0.650  0.403
O -1.705 -1.654 -0.931  -0.456

Summary:
Energy above the lowest of the compared OMol25 structures with the same formula, charge and spin in eV: 4.805
Largest force on an atom in eV/A: 9.729
Kohn-Sham gap (spin up / spin down) in eV: 3.6 / 3.6
LUMO level (spin up / spin down) in eV: -1.128 / -1.129
HOMO (spin up / spin down) in eV: -4.690 / -4.691



# 3
Entry from OMol25: C30H45Cl2N9O3Tc as an isolated structure (wB97M-V/def2-TZVPD).

Last column: Löwdin spin population.
Geometry (Å):
Tc 0.510 0.354 0.461  2.372
O -1.441 -4.714 1.539  0.001
C -0.152 -4.889 1.208  0.001
C 0.376 -6.169 1.384  0.000
C 1.686 -6.430 1.053  0.001
C 2.515 -5.426 0.538  0.000
C 2.010 -4.161 0.379  0.000
C 0.678 -3.862 0.719  0.001
C 0.202 -2.500 0.553  0.001
O 1.046 -1.573 0.207  0.035
N -1.057 -2.187 0.754  -0.009
N -1.220 -0.865 0.465  -0.031
C -2.377 -0.423 0.160  0.066
C -2.384 0.859 -0.520  0.008
C -3.538 1.505 -0.918  0.009
C -3.420 2.642 -1.708  0.005
C -2.158 3.078 -2.062  0.009
C -1.048 2.386 -1.599  0.011
N -1.146 1.292 -0.850  0.036
H -1.725 -3.823 1.276  0.000
H -0.274 -6.941 1.772  0.000
H 2.076 -7.431 1.186  0.000
H 3.537 -5.651 0.265  0.000
H 2.620 -3.368 -0.031  0.000
H -3.258 -1.048 0.254  0.002
H -4.505 1.117 -0.629  0.000
H -4.303 3.169 -2.046  0.000
H -2.018 3.948 -2.689  0.001
H -0.052 2.729 -1.829  0.001
C 1.273 0.321 5.688  0.001
N 0.155 0.648 4.797  0.009
C -1.086 1.110 5.433  0.001
C -2.001 1.296 4.228  0.000
N -1.453 0.368 3.216  0.009
C -2.042 -0.982 3.424  0.002
C -0.065 0.308 3.511  0.012
N 0.796 0.006 2.575  0.030
C 2.232 0.094 2.886  0.008
C 3.082 -0.364 1.721  0.006
N 2.690 0.334 0.495  0.043
C 3.607 0.527 -0.430  0.012
N 4.873 0.024 -0.425  0.006
C 5.268 -1.291 0.078  0.000
C 5.672 0.607 -1.508  0.001
C 4.670 1.466 -2.282  0.001
N 3.449 1.337 -1.498  0.004
C 2.217 1.841 -2.032  0.017
H 0.921 0.475 6.705  0.000
H 2.136 0.965 5.533  0.000
H 1.560 -0.724 5.598  0.000
H -0.905 2.044 5.964  0.000
H -1.443 0.369 6.152  0.000
H -1.955 2.318 3.859  0.000
H -3.040 1.051 4.434  0.000
H -3.076 -0.962 3.085  0.000
H -2.031 -1.273 4.480  0.000
H -1.496 -1.728 2.857  0.000
H 2.500 -0.533 3.732  0.001
H 2.476 1.130 3.139  0.000
H 2.981 -1.445 1.616  0.000
H 4.117 -0.132 1.971  0.001
H 5.719 -1.252 1.068  0.000
H 6.010 -1.696 -0.607  0.000
H 4.422 -1.976 0.090  0.000
H 6.083 -0.187 -2.130  0.000
H 6.500 1.192 -1.108  0.000
H 4.503 1.099 -3.297  0.000
H 4.978 2.510 -2.340  0.000
H 1.972 2.843 -1.672  0.000
H 1.394 1.159 -1.806  0.010
H 2.299 1.868 -3.120  0.001
Cl 2.784 -1.621 -2.956  0.000
C 1.260 -1.722 -3.849  0.001
Cl -0.103 -1.073 -2.912  0.007
H 1.052 -2.762 -4.065  0.000
H 1.353 -1.135 -4.754  0.000
C 2.585 3.573 1.330  0.003
C 1.068 3.438 1.342  0.017
C 0.421 4.520 0.489  0.004
C 0.507 3.499 2.749  0.010
O 0.716 2.178 0.720  0.260
H 2.867 4.579 1.646  0.000
H 2.978 3.410 0.327  0.000
H 3.062 2.860 2.003  0.000
H 0.638 5.503 0.911  0.000
H -0.663 4.396 0.461  0.000
H 0.811 4.502 -0.530  0.000
H 0.726 4.475 3.187  0.002
H 0.946 2.742 3.394  0.000
H -0.575 3.374 2.719  0.000

Summary:
Energy above the lowest of the compared OMol25 structures with the same formula, charge and spin in eV: 0.000
Largest force on an atom in eV/A: 0.636
Kohn-Sham gap (spin up / spin down) in eV: 6.9 / 6.0
LUMO level (spin up / spin down) in eV: -6.017 / -6.885
Net charge: +2
Multiplicity: 4
HOMO (spin up / spin down) in eV: -12.910 / -12.898



# 4
Entry from OMol25: one molecule with the formula C8H12FI in a non-equilibrium geometry (wB97M-V/def2-TZVPD).

Last column: Löwdin charge in e.
Geometry (Å):
C 3.221 1.372 -0.134  -0.117
C 1.977 1.844 0.658  -0.202
C 0.675 1.358 0.256  -0.365
F -0.087 2.397 -0.184  0.041
C 0.181 0.170 0.254  0.032
C -1.394 -0.069 -0.022  -0.225
C -1.978 -1.275 -0.679  -0.465
C -1.220 -2.535 -0.468  -0.083
C -2.769 -0.744 0.444  -0.751
I -4.381 0.356 -0.121  0.914
H 3.698 0.350 0.042  0.082
H 4.076 2.070 0.039  0.069
H 3.057 1.302 -1.265  0.090
H 1.985 2.921 0.754  0.106
H 2.189 1.573 1.791  0.156
H 0.764 -0.771 0.530  0.137
H -1.640 0.914 -0.546  0.096
H -2.393 -1.217 -1.702  0.128
H -0.246 -2.484 -0.911  0.071
H -1.732 -3.458 -0.757  0.086
H -1.041 -2.701 0.572  0.071
H -2.943 -1.375 1.447  0.128

Summary:
Energy above the lowest of the compared OMol25 structures with the same formula, charge and spin in eV: 0.000
Structure (SMILES): CC/C(F)=C/[C@H]1[C@@H](C)[C@@H]1I
Largest force on an atom in eV/A: 6.196
Kohn-Sham gap in eV: 9.5
LUMO level in eV: 0.625
HOMO in eV: -8.857



# 5
Entry from OMol25: C25H48B2GaN10O5 as an isolated structure in a non-equilibrium geometry (wB97M-V/def2-TZVPD).

Last column: Löwdin charge in e.
Geometry (Å):
C 6.480 -1.462 2.209  -0.085
C 5.832 -0.305 1.448  -0.280
O 5.489 -0.759 0.155  -0.156
C 4.734 0.155 -0.622  -0.200
C 3.765 -0.664 -1.458  -0.254
O 2.832 -1.309 -0.643  -0.252
C 2.289 -2.561 -1.156  -0.279
Ga 0.316 -2.599 -0.576  0.506
B 0.330 -3.307 1.454  -0.644
N 0.936 -4.579 1.790  0.097
O -0.221 -2.618 2.576  -0.024
B -0.266 -0.565 -0.772  -0.655
O 0.055 0.161 -1.942  0.045
O -0.923 0.195 0.205  -0.061
C -0.010 0.838 1.090  -0.259
C -0.856 1.538 2.154  -0.055
H 6.253 -2.382 1.663  0.075
H 7.564 -1.359 2.277  0.060
H 6.075 -1.548 3.219  0.059
H 6.528 0.547 1.391  0.115
H 4.943 0.050 1.986  0.106
H 5.379 0.764 -1.269  0.097
H 4.131 0.793 0.040  0.105
H 4.325 -1.392 -2.068  0.121
H 3.252 0.029 -2.151  0.096
H 2.862 -3.374 -0.684  0.042
H 2.433 -2.607 -2.243  0.049
H -0.586 -3.540 -1.531  -0.067
H 0.977 -4.742 2.796  0.049
H 1.869 -4.685 1.408  0.044
H 0.499 -2.314 3.144  0.074
H 0.917 0.589 -1.869  0.066
H 0.635 0.083 1.558  0.112
H 0.645 1.528 0.540  0.101
H -1.901 1.354 1.900  0.051
H -0.683 2.618 2.198  0.052
H -0.633 1.140 3.147  0.073
C 6.231 0.577 -4.942  -0.062
C 5.290 1.333 -4.129  -0.268
N 4.543 1.888 -3.456  0.149
H 5.704 0.098 -5.764  0.084
H 6.996 1.240 -5.342  0.079
H 6.704 -0.189 -4.329  0.085
C -3.784 -2.097 -2.344  -0.061
C -3.614 -3.054 -3.426  -0.286
N -3.488 -3.819 -4.274  0.114
H -2.964 -2.153 -1.632  0.057
H -3.804 -1.084 -2.744  0.059
H -4.727 -2.292 -1.834  0.080
C 7.559 -4.962 4.423  -0.070
C 7.883 -3.595 4.806  -0.289
N 8.146 -2.515 5.095  0.136
H 6.648 -4.969 3.827  0.084
H 8.372 -5.383 3.834  0.081
H 7.408 -5.571 5.313  0.079
C -2.737 4.561 0.641  -0.074
C -2.521 5.011 2.011  -0.293
N -2.299 5.253 3.112  0.118
H -3.674 4.018 0.558  0.038
H -2.744 5.408 -0.043  0.079
H -1.935 3.876 0.363  0.077
C -4.209 2.129 -3.307  -0.084
C -5.430 1.338 -3.369  -0.284
N -6.382 0.695 -3.396  0.137
H -3.381 1.508 -2.963  0.085
H -3.974 2.521 -4.295  0.082
H -4.343 2.955 -2.607  0.011
C -3.322 -1.440 2.752  -0.048
C -4.058 -0.290 2.246  -0.248
N -4.604 0.634 1.833  0.153
H -2.852 -1.186 3.701  0.089
H -3.997 -2.282 2.896  0.084
H -2.532 -1.710 2.049  0.074
C 2.931 4.242 0.104  -0.063
C 3.144 3.341 1.228  -0.287
N 3.316 2.613 2.098  0.148
H 1.884 4.538 0.064  0.079
H 3.550 5.130 0.218  0.079
H 3.196 3.736 -0.824  0.077
C -9.484 0.270 -2.032  -0.086
C -10.321 0.913 -1.029  -0.303
N -10.980 1.432 -0.243  0.119
H -10.086 -0.011 -2.895  0.083
H -8.694 0.944 -2.355  0.040
H -9.021 -0.623 -1.616  0.086
C -7.001 2.067 0.454  -0.055
C -5.997 2.688 -0.396  -0.209
N -5.188 3.194 -1.037  0.137
H -6.605 1.131 0.847  0.041
H -7.233 2.728 1.287  0.092
H -7.908 1.872 -0.117  0.051

Summary:
Largest force on an atom in eV/A: 1.505
Kohn-Sham gap in eV: 6.3
LUMO level in eV: 2.105
Net charge: -1
HOMO in eV: -4.239



# 6
Entry from OMol25: a 2-piece molecular cluster, C7H12 overall (wB97M-V/def2-TZVPD).

Last column: Löwdin charge in e.
Geometry (Å):
C 2.348 -0.699 -0.829  -0.097
C 0.877 -0.757 -1.099  -0.135
C -0.079 -0.295 -0.289  -0.306
C -1.494 -0.671 -0.396  -0.070
C -2.142 -0.416 0.744  -0.086
C -1.276 0.324 1.735  -0.179
C 0.060 0.531 0.979  -0.145
H 2.752 -1.720 -0.843  0.074
H 2.909 -0.119 -1.570  0.072
H 2.550 -0.277 0.160  0.063
H 0.561 -1.308 -1.986  0.105
H -1.890 -1.205 -1.255  0.110
H -3.151 -0.743 0.975  0.100
H -1.736 1.276 2.029  0.106
H -1.134 -0.251 2.659  0.107
H 0.928 0.243 1.580  0.105
H 0.196 1.589 0.719  0.097
H -0.472 2.109 -1.572  0.036
H 0.194 2.390 -1.742  0.046

Summary:
Energy above the lowest of the compared OMol25 structures with the same formula, charge and spin in eV: 1.579
Structure (SMILES): C/C=C1/C=CCC1.[H][H]
Largest force on an atom in eV/A: 0.214
Kohn-Sham gap in eV: 9.2
LUMO level in eV: 1.191
HOMO in eV: -8.045